# 1
C5H15N2O2P | ωB97M-V/def2-TZVPD

CARTESIAN COORDINATES (ANGSTROEM)
P  1.88  0.05  0.45
O  2.14  0.73  1.71
O  3.14  0.30  -0.68
N  1.70  -1.63  0.64
N  0.69  0.54  -0.57
C  4.40  0.74  -0.19
C  -0.62  1.05  -0.23
C  -1.78  -0.01  -0.56
C  -3.03  0.37  0.21
C  -3.88  -0.93  0.05
H  -1.32  -1.00  -0.14
H  -3.54  1.17  -0.31
H  -4.06  -1.10  -0.97
H  -0.71  1.22  0.91
H  5.03  0.01  0.06
H  -0.85  2.01  -0.66
H  0.71  0.19  -1.50
H  4.37  1.46  0.61
H  -2.83  0.62  1.23
H  -4.61  -1.08  0.85
H  -1.77  -0.04  -1.66
H  1.60  -1.95  1.59
H  1.48  -2.31  -0.05
H  -3.14  -1.78  0.28
H  4.97  1.37  -1.07

Its maximum force is 5.6 eV/A. Its highest occupied orbital energy is -9.2 eV. As for the frontier orbital gap: 9.916 eV. The total energy is -21793.2469 eV.


# 2
C3H2N4O | ωB97M-V/def2-TZVPD

CARTESIAN COORDINATES (ANGSTROEM)
O  1.10  -1.19  0.07
N  -1.18  -1.14  -0.11
N  1.38  1.24  -0.03
N  -0.09  -0.51  0.32
N  -1.95  -0.16  -0.17
C  0.05  0.79  0.08
C  1.87  0.04  -0.19
C  -1.39  1.14  0.00
H  -1.89  2.04  0.25
H  2.86  -0.25  -0.29

Its maximum force is 6.2 eV/A. Its highest occupied orbital energy is -9.3 eV. As for the frontier orbital gap: 9.289 eV. The total energy is -11145.7518 eV. The energy above the lowest of the compared OMol25 structures with the same formula, charge and spin is 81.18 kcal/mol.


# 3
BeH21O11 | ωB97M-V/def2-TZVPD

CARTESIAN COORDINATES (ANGSTROEM)
O  1.37  -0.38  -2.70
O  1.76  -2.24  0.09
O  -0.32  0.65  0.16
O  0.86  -0.55  2.31
O  -1.97  -1.39  -1.69
O  -0.77  -3.13  0.08
O  2.66  0.26  -0.45
O  -2.98  0.87  -0.03
O  1.13  2.04  1.97
O  -0.36  1.99  -2.11
O  -1.28  0.98  2.63
Be  0.03  0.73  1.62
H  3.17  0.96  -0.85
H  -1.53  0.43  3.41
H  0.77  -1.48  2.62
H  0.78  -2.25  0.09
H  -0.55  -3.66  -0.66
H  1.73  2.01  2.70
H  -1.45  -2.59  -0.32
H  1.95  0.31  -1.08
H  -2.11  1.52  2.50
H  0.62  0.19  -2.73
H  1.86  -0.55  2.29
H  -2.76  -0.87  -1.61
H  -0.63  0.15  -0.63
H  -2.20  -2.18  -2.16
H  0.41  2.59  -1.96
H  1.98  -0.10  -3.43
H  -0.42  1.54  -1.25
H  -2.02  0.79  0.00
H  1.25  2.88  1.45
H  1.96  -1.27  0.07
H  -2.93  1.75  -0.32

Its maximum force is 3.1 eV/A. Its highest occupied orbital energy is -13.0 eV. As for the frontier orbital gap: 9.229 eV. The total energy is -23262.1619 eV. The energy above the lowest of the compared OMol25 structures with the same formula, charge and spin is 4.92 kcal/mol. Its charge is +1.


# 4
CH8Si3 | ωB97M-V/def2-TZVPD

CARTESIAN COORDINATES (ANGSTROEM)
Si  0.69  0.80  -0.81
Si  -0.57  0.27  0.93
Si  2.61  -0.67  -0.86
C  -2.50  0.38  0.78
H  2.68  -1.45  -2.05
H  -3.02  0.38  1.69
H  -2.73  1.20  0.19
H  -0.11  0.27  -2.10
H  3.94  0.10  -1.02
H  -3.08  -0.29  0.30
H  -0.49  0.45  2.55
H  2.58  -1.44  0.40

Its maximum force is 4.1 eV/A. Its highest occupied orbital energy is -8.0 eV. As for the frontier orbital gap: 7.117 eV. The total energy is -24795.7165 eV. The energy above the lowest of the compared OMol25 structures with the same formula, charge and spin is 19.13 kcal/mol.


# 5
C18H16F2N2O4S2 | ωB97M-V/def2-TZVPD

CARTESIAN COORDINATES (ANGSTROEM)
S  3.09  1.04  1.06
S  -3.17  1.20  0.36
F  1.19  -1.17  3.66
F  0.09  -3.29  -1.21
O  -3.49  0.20  1.36
O  -1.43  -1.40  -2.02
O  3.51  -0.38  -2.40
O  -3.75  2.50  0.54
N  -1.94  -1.80  0.16
N  1.58  0.34  -1.49
C  -2.23  -1.44  -1.12
C  1.37  1.21  0.78
C  -3.68  -0.98  -1.29
C  0.54  1.62  1.82
C  0.82  0.88  -0.47
C  2.94  0.31  -1.59
C  -0.56  1.01  -0.66
C  0.35  -2.69  -0.04
C  3.50  2.71  -1.11
C  -1.37  1.34  0.40
C  1.94  -2.27  1.71
C  -3.73  0.54  -1.26
C  3.67  1.27  -0.66
C  0.92  -1.67  2.44
C  -0.66  -2.02  0.66
C  1.63  -2.79  0.47
C  -0.36  -1.54  1.94
C  -0.83  1.65  1.64
H  -0.95  0.79  -1.64
H  -4.75  0.91  -1.36
H  -1.50  1.90  2.45
H  1.07  -0.22  -2.17
H  4.05  3.38  -0.46
H  2.45  3.00  -1.10
H  4.72  0.99  -0.65
H  -4.03  -1.33  -2.26
H  -1.12  -1.05  2.52
H  -2.62  -1.49  0.86
H  -4.31  -1.38  -0.50
H  3.88  2.82  -2.13
H  -3.11  1.00  -2.03
H  2.93  -2.33  2.12
H  0.98  1.86  2.77
H  2.38  -3.29  -0.12

Its maximum force is 0.8 eV/A. Its highest occupied orbital energy is -8.6 eV. As for the frontier orbital gap: 8.825 eV. The total energy is -57202.3749 eV.


# 6
C48H131N22O9P7 | ωB97M-V/def2-TZVPD

CARTESIAN COORDINATES (ANGSTROEM)
P  -2.78  -6.28  -0.96
P  3.48  0.83  4.05
P  1.33  -4.96  2.90
P  -3.18  2.36  7.25
P  4.64  2.67  -3.20
P  -1.83  0.21  -6.33
P  -0.50  6.45  -0.31
O  3.86  3.05  -2.02
O  -1.79  2.81  7.60
O  0.23  -4.10  2.40
O  -2.87  2.19  -0.36
O  -0.24  7.03  1.04
O  -2.74  -6.51  0.49
O  4.09  0.18  5.24
O  -0.94  0.95  -5.46
O  -2.85  1.11  1.61
N  -2.07  6.24  -0.87
N  2.00  -4.36  4.42
N  0.82  -6.56  3.34
N  -3.48  0.73  7.71
N  0.20  4.99  -0.58
N  4.98  1.03  -3.19
N  2.57  -5.30  1.91
N  3.85  2.94  -4.66
N  -4.33  -6.21  -1.62
N  -3.24  1.12  -6.87
N  -4.50  3.32  7.82
N  1.81  1.14  4.24
N  -3.36  2.32  5.47
N  4.13  2.28  3.47
N  -2.02  -4.89  -1.71
N  -1.99  -7.63  -1.65
N  -2.42  -1.21  -5.56
N  -1.14  -0.49  -7.73
N  6.11  3.56  -3.50
N  0.17  7.53  -1.46
N  -2.43  1.28  0.37
N  3.44  -0.34  2.74
C  1.49  2.42  4.90
C  0.34  4.24  -1.83
C  6.01  4.94  -3.81
C  5.96  0.40  -4.08
C  4.65  -1.09  2.41
C  -0.88  0.63  -1.50
C  -3.36  -0.98  -4.56
C  1.45  -7.33  4.43
C  -0.32  -7.25  2.63
C  -1.56  -8.65  -0.66
C  -4.37  0.55  8.90
C  -1.50  -2.37  -5.37
C  7.35  3.14  -2.85
C  2.31  -5.22  0.41
C  0.17  -0.13  -1.95
C  3.63  3.10  2.39
C  -4.25  4.19  8.98
C  2.68  -0.01  1.57
C  -4.49  -6.15  -3.09
C  -1.53  -1.84  -8.32
C  3.01  -3.24  4.36
C  -0.60  -4.76  -1.67
C  -1.31  0.40  -0.19
C  -1.39  -7.71  -2.96
C  -0.33  8.83  -1.43
C  1.08  -4.01  5.43
C  -3.23  6.07  0.13
C  0.52  4.17  0.61
C  -2.44  6.16  -2.33
C  -4.50  1.66  4.81
C  4.22  2.30  -5.94
C  4.97  2.98  4.42
C  -2.60  -3.53  -1.61
C  -2.80  -0.45  7.10
C  -5.42  -6.82  -0.90
C  0.16  -0.07  -8.24
C  1.47  7.36  -2.05
C  0.23  -1.41  0.10
C  3.85  -5.79  2.31
C  3.87  0.18  -2.74
C  -3.70  2.37  -6.19
C  -0.76  -0.62  0.66
C  0.78  -1.12  -1.16
C  -2.67  3.37  4.66
C  -4.20  0.51  -7.82
C  2.80  3.73  -4.67
C  0.96  -0.12  4.48
C  -5.80  3.66  7.11
H  -0.87  -6.47  2.09
H  -3.03  3.69  3.68
H  1.12  -0.64  5.43
H  0.29  0.24  -9.28
H  4.62  -5.23  1.79
H  4.23  -0.82  -2.50
H  3.22  -5.15  -0.19
H  4.47  3.42  5.29
H  2.68  3.55  2.71
H  -0.32  -7.85  -2.84
H  0.21  9.34  -2.23
H  1.59  -6.03  0.28
H  3.78  2.84  -6.77
H  -0.64  3.85  -2.11
H  2.36  -7.73  4.00
H  -1.94  5.51  -3.05
H  2.11  3.72  -3.82
H  1.86  -4.26  0.17
H  -4.77  2.41  -5.98
H  1.56  -1.75  -1.54
H  2.53  -1.03  1.21
H  -0.03  3.22  0.61
H  0.43  2.63  4.74
H  -3.18  4.41  9.03
H  1.35  6.74  -2.93
H  -1.28  -0.95  1.54
H  4.42  -2.10  2.08
H  5.17  -0.44  1.70
H  0.44  -0.05  -2.99
H  -1.59  -6.82  -3.56
H  1.53  -3.38  6.20
H  -4.77  5.12  8.78
H  -0.87  -7.78  3.41
H  3.02  4.79  -4.73
H  -3.42  5.68  -2.40
H  -5.45  -5.64  -3.25
H  -3.96  1.15  9.71
H  -1.60  3.19  4.52
H  5.75  2.29  4.73
H  0.04  -7.93  1.86
H  3.63  2.54  1.46
H  -3.85  -0.49  -8.03
H  3.82  -6.86  2.13
H  -5.68  4.52  6.46
H  4.04  -5.46  3.33
H  -0.66  -2.30  -6.07
H  0.88  -0.85  -8.04
H  -2.29  -2.88  -2.43
H  0.48  4.87  -2.71
H  -0.29  -3.95  -2.34
H  -1.26  -9.53  -1.24
H  6.62  -0.18  -3.44
H  -2.44  -2.25  -7.88
H  -2.16  -0.84  7.89
H  -3.67  -3.72  -1.48
H  7.77  3.83  -2.11
H  8.19  2.96  -3.52
H  -5.39  0.86  8.70
H  -0.98  -2.07  -4.46
H  -1.53  1.26  -2.08
H  -0.21  9.43  -0.53
H  -0.18  -4.52  -0.70
H  -4.53  3.79  9.95
H  -5.12  -7.87  -0.88
H  0.76  -8.15  4.67
H  3.14  0.00  -3.53
H  0.76  -4.92  5.93
H  0.56  -2.15  0.81
H  -3.23  6.79  0.94
H  -5.27  2.41  4.62
H  -6.01  2.82  6.45
H  -4.93  0.88  5.44
H  -0.76  -8.17  -0.10
H  -3.28  5.10  0.61
H  5.65  5.60  -3.02
H  -4.13  1.13  3.94
H  -5.17  0.26  -7.38
H  2.17  3.59  -5.55
H  -6.55  3.82  7.88
H  5.43  3.83  3.91
H  1.06  -0.95  3.78
H  -3.19  2.63  -5.26
H  1.59  3.98  0.58
H  -4.18  6.28  -0.38
H  -1.97  -1.80  -9.32
H  -4.21  -0.40  -4.92
H  4.25  3.92  2.03
H  -4.26  1.06  -8.76
H  -2.67  4.28  5.27
H  1.68  -6.78  5.34
H  1.93  8.30  -2.36
H  -3.65  -5.57  -3.47
H  -3.55  -1.23  6.92
H  2.30  6.99  -1.44
H  -1.41  8.94  -1.56
H  5.27  5.01  -4.61
H  -1.71  -8.60  -3.52
H  -4.62  -7.12  -3.56
H  3.91  1.28  -6.18
H  0.39  0.80  -7.61
H  -1.95  -3.34  -5.20
H  -0.03  -5.59  -2.08
H  -3.60  3.10  -7.00
H  5.55  -0.21  -4.88
H  -2.26  -3.03  -0.71
H  2.07  3.32  4.69
H  -3.70  -1.90  -4.08
H  1.75  0.51  1.80
H  3.91  -3.49  3.80
H  7.19  2.18  -2.35
H  0.17  -3.52  5.10
H  -2.36  -8.91  0.03
H  -5.43  -6.29  0.05
H  5.25  -1.11  3.32
H  3.20  0.67  -2.03
H  6.48  1.20  -4.61
H  -2.81  7.11  -2.71
H  -6.41  -6.52  -1.22
H  3.06  0.55  0.71
H  -2.78  -0.45  -3.80
H  1.53  2.46  5.99
H  0.98  3.38  -1.65
H  -2.32  -0.15  6.17
H  5.31  2.38  -6.02
H  -4.41  -0.53  9.02
H  -0.09  0.20  4.48
H  2.56  -2.25  4.30
H  -0.77  -2.58  -8.56
H  3.48  -3.21  5.34
H  0.20  4.67  1.53
H  6.94  5.32  -4.24

Its maximum force is 6.8 eV/A. Its highest occupied orbital energy is -7.9 eV. As for the frontier orbital gap: 7.150 eV. The total energy is -168130.8842 eV. The energy above the lowest of the compared OMol25 structures with the same formula, charge and spin is 170.62 kcal/mol.


Number 2 is which compound? C3H2N4O


Which formula does entry 3 have? BeH21O11


Which of these has the lowest frontier orbital gap? CH8Si3